Here is a structure of composition C4H9NS2 from the OMol25 dataset. Energies are from the ωB97M-V functional and the def2-TZVPD basis.

Positions of all 16 atoms, in Å:
C  -1.74428  -0.57132  0.95206
C  0.09089  0.42560  -0.29535
C  1.19006  -0.51657  0.16591
C  0.55563  1.10169  -1.45196
H  -2.09058  -2.17403  0.74680
H  -2.97646  0.36876  1.13796
H  -0.69911  -0.12219  1.85790
H  -1.40875  -0.81271  -0.98340
H  0.03740  1.33637  0.26637
H  0.67109  -0.92038  1.11764
H  0.88426  -1.58414  -0.46006
H  2.31701  1.53040  1.15928
H  1.67585  1.39456  -1.62953
N  -1.03640  -0.23328  -0.16736
S  2.78328  -0.02653  0.45750
S  -0.24990  0.80375  -2.87375

The total charge is 0. The calculation puts the energy above the lowest of the compared OMol25 structures with the same formula, charge and spin at 1011.57 kJ/mol. The value obtained for the HOMO energy is -0.31255 Eh. Its LUMO energy is -0.61 eV.